Model i:
Molecular formula: C4H8N3O
Method: DFT, wB97M-V/def2-TZVPD

Properties
SMILES string	CCc1cno[n+]1N
highest occupied orbital energy	-15.016	eV

Structure (ORCA input):
```
! RIJCOSX wB97M-V def2-TZVPD def2/J DEFGRID3
* xyz 1 1
C 1.794 -0.252 -0.724
C 1.028 -0.603 0.564
C -0.414 -0.506 0.319
C -1.451 -1.430 0.106
N -2.559 -0.825 -0.229
O -2.380 0.459 -0.225
N -1.075 0.749 0.092
N -0.617 1.996 0.111
H 2.853 -0.441 -0.574
H 1.664 0.796 -0.984
H 1.452 -0.868 -1.551
H 1.337 0.084 1.356
H 1.266 -1.619 0.880
H -1.425 -2.501 0.166
H -1.274 2.657 -0.295
H -0.199 2.304 0.986
*
```

=====

Model ii:
Molecular formula: C4H8N3O
Method: DFT, wB97M-V/def2-TZVPD

Properties
highest occupied orbital energy	-13.805	eV

Structure (ORCA input):
```
! RIJCOSX wB97M-V def2-TZVPD def2/J DEFGRID3
* xyz 1 1
C 0.460 -1.677 1.142
C 0.381 0.128 -0.056
C -2.593 -0.729 -0.936
C 1.622 2.104 -0.118
N -0.750 -1.655 0.619
N -0.864 -0.543 -0.143
N 1.179 -0.651 0.743
O 0.516 1.318 -0.527
H 0.613 -2.350 1.920
H -2.738 0.235 -1.388
H -3.141 -1.096 -0.160
H -2.479 -1.493 -1.731
H 1.617 2.147 0.965
H 1.415 3.192 -0.557
H 2.571 1.776 -0.584
H 2.194 -0.707 0.812
*
```

=====

Most stable pick: model ii. Distance to second place: 0.0423 hartree.

=====

Model i:
Molecular formula: C5H12N3S
Method: DFT, wB97M-V/def2-TZVPD

Properties
highest occupied orbital energy	-11.451	eV

Structure (ORCA input):
```
! RIJCOSX wB97M-V def2-TZVPD def2/J DEFGRID3
* xyz 1 1
C -2.367 0.320 -2.610
C 0.908 -0.579 -0.702
C -0.810 0.343 -0.747
C 0.478 -1.125 1.625
C 2.788 -1.079 0.780
N -1.539 0.401 -1.722
N -2.171 2.488 0.047
N 1.419 -0.505 0.672
S -0.922 1.519 0.586
H -3.341 -0.340 -2.547
H -2.217 0.881 -3.550
H 0.664 -1.600 -0.993
H -0.499 -0.690 1.465
H 0.588 -2.234 1.624
H 0.675 -0.685 2.642
H 3.420 -0.557 1.587
H 2.745 -2.192 0.839
H 3.250 -0.842 -0.131
H -2.894 2.752 0.669
H -1.748 3.259 -0.342
H 1.572 0.463 0.809
*
```

=====

Model ii:
Molecular formula: C5H12N3S
Method: DFT, wB97M-V/def2-TZVPD

Properties
highest occupied orbital energy	-13.381	eV

Structure (ORCA input):
```
! RIJCOSX wB97M-V def2-TZVPD def2/J DEFGRID3
* xyz 1 1
C -1.202 -0.928 2.248
C -0.715 -0.108 -2.078
C 2.124 -1.254 1.037
C 1.039 0.878 1.876
C -2.021 1.313 -3.869
N 0.206 0.020 -1.375
N -0.334 -1.242 1.416
N 0.792 -0.417 1.123
S -1.965 -0.318 -3.043
H -1.080 -0.004 2.845
H -1.918 -1.683 2.442
H 2.214 -1.401 2.154
H 1.747 -2.161 0.577
H 2.853 -0.726 0.414
H 0.922 0.715 2.993
H 2.147 1.001 1.766
H 0.396 1.621 1.504
H -1.451 1.958 -3.178
H -3.055 1.679 -4.181
H -1.350 1.187 -4.696
H 0.649 -0.129 0.026
*
```

=====

Most stable pick: model ii. Distance to second place: 0.0981 hartree.

=====

Model i:
Molecular formula: C3H12NO3
Method: DFT, wB97M-V/def2-TZVPD

Properties
highest occupied orbital energy	-3.685	eV

Structure (ORCA input):
```
! RIJCOSX wB97M-V def2-TZVPD def2/J DEFGRID3
* xyz -1 1
C -0.113 0.412 -0.362
O 1.132 -0.188 -0.341
C -1.046 -0.348 0.614
C -2.461 0.294 0.777
N -1.245 -1.783 0.098
H -0.392 0.354 -1.423
H 0.060 1.413 -0.017
H -0.521 -0.604 1.518
H -2.649 0.188 1.837
H -2.672 1.293 0.462
H -3.140 -0.414 0.320
H -1.360 -1.754 -0.909
H -0.208 -1.937 -0.002
H 3.010 -0.554 0.614
H 2.126 0.314 1.495
O 2.970 -0.160 1.488
H 2.196 1.945 -2.098
H 1.883 0.483 -1.720
O 2.429 1.046 -2.351
*
```

=====

Model ii:
Molecular formula: C3H12NO3
Method: DFT, wB97M-V/def2-TZVPD

Properties
highest occupied orbital energy	-4.132	eV

Structure (ORCA input):
```
! RIJCOSX wB97M-V def2-TZVPD def2/J DEFGRID3
* xyz -1 1
C 0.055 1.881 0.314
N 0.881 1.078 -0.631
C 1.019 -0.387 -0.264
O -0.094 -1.106 -0.610
C -0.833 1.163 1.342
H -0.568 2.543 -0.291
H 0.731 2.504 0.908
H 0.273 1.047 -1.449
H 1.920 -0.624 -0.842
H 1.117 -0.403 0.834
H -1.860 1.466 1.376
H -0.746 0.081 1.276
H -0.602 1.412 2.387
H -0.335 -2.000 0.690
H 0.479 -2.640 2.003
O -0.353 -2.558 1.538
H 0.011 -1.346 -2.154
H -0.953 -0.803 -3.266
O -0.143 -1.307 -3.162
*
```

=====

Most stable pick: model ii. Distance to second place: 0.0143 hartree.

=====

Model i:
Molecular formula: C3H2N2O
Method: DFT, wB97M-V/def2-TZVPD

Properties
highest occupied orbital energy (spin up / spin down)	-8.294 / -7.988	eV

Structure (ORCA input):
```
! RIJCOSX wB97M-V def2-TZVPD def2/J DEFGRID3
* xyz 0 1
C -1.778 -0.044 -0.001
C 1.798 0.371 -0.233
C -0.524 -0.642 -0.110
N -2.743 0.602 -0.112
N 0.508 0.220 0.175
O 2.907 0.119 -0.034
H -0.532 -1.737 -0.310
H 0.365 1.111 0.624
*
```

=====

Model ii:
Molecular formula: C3H2N2O
Method: DFT, wB97M-V/def2-TZVPD

Properties
SMILES string	N=C=C=O.C#N
highest occupied orbital energy	-8.596	eV

Structure (ORCA input):
```
! RIJCOSX wB97M-V def2-TZVPD def2/J DEFGRID3
* xyz 0 1
N -1.654 -0.191 -0.111
C -0.853 0.709 0.214
C 0.271 1.243 -0.221
O 1.125 2.051 -0.272
H -2.622 -0.385 0.228
C 1.252 -1.207 -0.015
N 2.038 -0.642 0.630
H 0.442 -1.578 -0.453
*
```

=====

Model iii:
Molecular formula: C3H2N2O
Method: DFT, wB97M-V/def2-TZVPD

Properties
SMILES string	N#C[C@H]1NC1=O
highest occupied orbital energy	-10.326	eV

Structure (ORCA input):
```
! RIJCOSX wB97M-V def2-TZVPD def2/J DEFGRID3
* xyz 0 1
N -2.631 -0.512 0.174
C -1.512 -0.369 -0.045
C -0.180 0.088 -0.476
N 0.764 0.694 0.514
C 1.114 -0.486 0.148
O 1.896 -1.322 -0.067
H -0.330 0.525 -1.521
H 0.879 1.383 1.274
*
```

=====

Most stable pick: model iii. Distance to second place: 0.0521 hartree.

=====

Model i:
Molecular formula: C3H3O3
Method: DFT, wB97M-V/def2-TZVPD

Properties
highest occupied orbital energy	-1.874	eV

Structure (ORCA input):
```
! RIJCOSX wB97M-V def2-TZVPD def2/J DEFGRID3
* xyz -1 1
C 0.270 -0.009 -0.557
C 0.802 1.130 -0.756
C -2.098 -1.606 0.675
O -2.712 -0.644 0.471
O -1.567 -2.633 0.806
O 1.931 1.701 0.110
H 0.627 -0.824 0.111
H 0.710 1.979 -1.475
H 2.036 0.906 0.614
*
```

=====

Model ii:
Molecular formula: C3H3O3
Method: DFT, wB97M-V/def2-TZVPD

Properties
highest occupied orbital energy	-4.527	eV

Structure (ORCA input):
```
! RIJCOSX wB97M-V def2-TZVPD def2/J DEFGRID3
* xyz -1 1
C -0.414 -0.293 -2.218
C -0.687 0.799 -1.784
C -0.017 -0.511 1.813
O -0.597 -0.411 0.700
O -0.164 -0.969 2.964
O 1.388 0.296 1.917
H -0.108 -0.900 -3.010
H -1.126 1.645 -1.332
H 1.726 0.345 0.950
*
```

=====

Model iii:
Molecular formula: C3H3O3
Method: DFT, wB97M-V/def2-TZVPD

Properties
highest occupied orbital energy	-1.268	eV

Structure (ORCA input):
```
! RIJCOSX wB97M-V def2-TZVPD def2/J DEFGRID3
* xyz -1 1
C 0.233 -0.342 -1.108
C 0.984 2.218 1.050
C -0.741 -1.159 -0.211
O -0.123 2.524 1.128
O 0.429 -1.059 -2.097
O 2.112 1.973 1.007
H -0.599 -2.139 -0.558
H -1.832 -0.936 -0.069
H -0.464 -1.079 0.858
*
```

=====

Most stable pick: model iii. Distance to second place: 0.0148 hartree.

=====

Model i:
Molecular formula: C2H5OPS
Method: DFT, wB97M-V/def2-TZVPD

Properties
highest occupied orbital energy (spin up / spin down)	-7.329 / -7.683	eV

Structure (ORCA input):
```
! RIJCOSX wB97M-V def2-TZVPD def2/J DEFGRID3
* xyz 0 1
C 1.139 0.396 0.607
C 2.002 0.188 -0.526
O -3.461 1.130 -1.014
P -3.153 -0.049 0.119
S -0.486 0.468 0.837
H 2.511 -0.729 -0.183
H 1.547 0.215 -1.420
H 2.803 0.931 -0.491
H -3.312 0.771 -1.851
H -3.219 0.592 1.374
*
```

=====

Model ii:
Molecular formula: C2H5OPS
Method: DFT, wB97M-V/def2-TZVPD

Properties
highest occupied orbital energy (spin up / spin down)	-7.505 / -7.307	eV

Structure (ORCA input):
```
! RIJCOSX wB97M-V def2-TZVPD def2/J DEFGRID3
* xyz 0 1
C -0.969 -1.362 0.800
C 1.045 0.550 1.112
O 1.881 0.414 0.076
P -0.789 -1.454 -0.950
S -1.633 -2.074 2.059
H 1.427 0.456 2.168
H 0.255 1.188 0.853
H 1.384 0.268 -0.762
H -1.960 -0.981 -1.633
H -0.145 -0.221 -1.162
*
```

=====

Most stable pick: model i. Distance to second place: 0.0393 hartree.